{
  "formula": "C34H84N11O6P4",
  "method": "wB97M-V/def2-TZVPD",
  "symbols": ["C", "C", "C", "C", "C", "C", "C", "C", "C", "C", "C", "C", "N", "C", "C", "C", "P", "N", "O", "O", "C", "O", "H", "H", "H", "H", "H", "H", "H", "H", "H", "H", "H", "H", "H", "H", "H", "H", "H", "H", "H", "H", "H", "H", "H", "H", "H", "H", "H", "H", "H", "H", "O", "P", "N", "C", "C", "N", "C", "C", "N", "C", "C", "H", "H", "H", "H", "H", "H", "H", "H", "H", "H", "H", "H", "H", "H", "H", "H", "H", "H", "O", "P", "N", "C", "C", "N", "C", "C", "N", "C", "C", "H", "H", "H", "H", "H", "H", "H", "H", "H", "H", "H", "H", "H", "H", "H", "H", "H", "H", "O", "P", "N", "C", "C", "N", "C", "C", "N", "C", "C", "H", "H", "H", "H", "H", "H", "H", "H", "H", "H", "H", "H", "H", "H", "H", "H", "H", "H"],
  "coordinates": [[-6.261703, -3.657342, -5.630901], [-5.310382, -3.048450, -6.819404], [-3.781374, -2.661388, -6.349716], [-3.915449, -1.703610, -5.025709], [-2.564235, -0.822104, -4.677717], [-2.181057, -1.193585, -3.101233], [-1.145114, -0.130479, -2.404531], [-0.829443, -0.738502, -0.879121], [0.662352, -1.421061, -0.814620], [0.654619, -3.029655, -0.439254], [-0.057180, -3.967701, -1.594850], [-1.580410, -4.585336, -1.304548], [-2.319394, -5.434399, -2.356476], [-3.743196, -5.983311, -2.130419], [-1.705966, -5.780401, -3.720819], [-0.198998, -5.254704, -4.138191], [0.430642, -5.741469, -5.887439], [0.879374, -4.369949, -6.621609], [-0.869945, -6.483505, -6.776842], [1.762873, -6.869711, -5.870540], [0.670859, -4.332484, -3.051706], [2.039943, -3.864628, -3.386965], [-7.223530, -2.965702, -5.532155], [-5.731736, -3.821648, -4.600727], [-6.664598, -4.714805, -5.977639], [-5.239622, -3.814120, -7.727016], [-5.845740, -2.083726, -7.227259], [-3.109486, -3.616273, -6.101285], [-3.307944, -2.044238, -7.249866], [-4.837535, -0.988161, -5.112587], [-4.122241, -2.436739, -4.106783], [-2.759163, 0.321813, -4.837795], [-1.701577, -1.155822, -5.426694], [-1.624575, -2.235460, -3.155281], [-3.185765, -1.332080, -2.471464], [-0.156426, 0.044360, -3.025705], [-1.708210, 0.909063, -2.241031], [-0.861365, 0.189970, -0.130017], [-1.663091, -1.514303, -0.593915], [1.283130, -1.165888, -1.791259], [1.237543, -0.870903, 0.073313], [0.040627, -3.133853, 0.571464], [1.788577, -3.354602, -0.318688], [-2.124376, -4.377091, -0.267363], [-4.135658, -5.731481, -1.057122], [-3.693865, -7.143966, -2.361997], [-4.400403, -5.513071, -2.999977], [-2.326209, -6.416473, -4.516944], [0.726505, -3.604774, -5.906021], [-1.668497, -5.879333, -6.655701], [1.806099, -7.249439, -6.808130], [2.717380, -4.227161, -2.731430], [3.393413, 0.308067, 1.612781], [4.565178, 1.319427, 1.653468], [5.734567, 0.051992, 1.501188], [7.089162, 0.018006, 2.045259], [5.747464, -0.605709, 0.189270], [4.317623, 1.595806, 3.355358], [5.267506, 1.209438, 4.387802], [2.967147, 1.335173, 3.881381], [5.912211, 2.482061, 1.700240], [5.594994, 3.786972, 2.333283], [6.333763, 2.848797, 0.328219], [7.769353, 0.708893, 1.538957], [7.519948, -0.986345, 1.942730], [7.135152, 0.214655, 3.109059], [6.279135, -0.011821, -0.558680], [4.735278, -0.778003, -0.186798], [6.230430, -1.588143, 0.238860], [5.359465, 0.123169, 4.480010], [4.963190, 1.601207, 5.369850], [6.251478, 1.657673, 4.224099], [2.788598, 0.262105, 4.026328], [2.197403, 1.735182, 3.209259], [2.811135, 1.835190, 4.846849], [4.703422, 4.238796, 1.883848], [6.432754, 4.487550, 2.227627], [5.435738, 3.715335, 3.410660], [5.493183, 3.254870, -0.247063], [6.735746, 1.996562, -0.218114], [7.138600, 3.593493, 0.344267], [3.933420, 6.829648, 1.241713], [3.801789, 8.151945, 0.446889], [4.466522, 9.067797, 1.757001], [4.165503, 10.448941, 2.122961], [5.892974, 8.825586, 2.002837], [2.071243, 8.143113, 0.644960], [1.338762, 9.122315, 1.433717], [1.434637, 6.834236, 0.868540], [3.650469, 9.672024, -0.466820], [2.648836, 9.650172, -1.562455], [4.920892, 9.995655, -1.156696], [4.565051, 11.175652, 1.409814], [4.599162, 10.690917, 3.101835], [3.108062, 10.644075, 2.250238], [6.525689, 9.363920, 1.292433], [6.142125, 7.763699, 1.925678], [6.184069, 9.139098, 3.011732], [1.557471, 9.040029, 2.502518], [0.252972, 8.998070, 1.306704], [1.524300, 10.143540, 1.089351], [1.558270, 6.494975, 1.904871], [1.848372, 6.073438, 0.194544], [0.358166, 6.871637, 0.653378], [2.818244, 8.803233, -2.237019], [2.688907, 10.576949, -2.148367], [1.619291, 9.600657, -1.203540], [5.230076, 9.177138, -1.817645], [5.731218, 10.186148, -0.454232], [4.828327, 10.910984, -1.753520], [-5.165405, -4.872769, 1.559121], [-5.513514, -4.245547, 2.931329], [-3.970786, -4.684061, 3.583055], [-3.650628, -5.022684, 4.966865], [-2.840195, -3.939134, 3.016740], [-6.616578, -5.545478, 3.288449], [-6.405489, -6.522801, 4.345700], [-7.195559, -6.260490, 2.138688], [-5.913692, -3.524509, 4.508785], [-7.365446, -3.383217, 4.785562], [-5.401648, -2.137001, 4.594056], [-3.690412, -4.159282, 5.637148], [-2.635712, -5.434750, 5.037266], [-4.278378, -5.802372, 5.379751], [-2.751453, -2.940552, 3.452356], [-2.937085, -3.818050, 1.934343], [-1.891814, -4.461490, 3.185897], [-5.551708, -7.175673, 4.141359], [-7.290632, -7.163917, 4.472200], [-6.289278, -6.046461, 5.323203], [-6.485224, -6.977332, 1.707495], [-7.511257, -5.559384, 1.355716], [-8.099110, -6.814676, 2.426715], [-7.873791, -2.852684, 3.972445], [-7.534382, -2.834146, 5.720334], [-7.869672, -4.339162, 4.937752], [-5.795269, -1.520718, 3.776941], [-4.313950, -2.098672, 4.551413], [-5.674847, -1.669293, 5.547579]],
  "forces_ev_per_angstrom": [[-0.8, -0.6, -0.8], [0.3, -0.4, -0.4], [-0.9, 0.9, -0.1], [0.4, -0.4, 0.2], [-0.4, -0.9, 0.3], [0.8, 0.3, -1.1], [-1.3, -0.3, 1.1], [0.6, 0.9, -0.6], [0.2, 0.7, 0.7], [-0.1, 0.3, -0.7], [-1.9, -1.9, -2.0], [2.3, -0.4, -3.3], [3.5, 1.3, -1.0], [-0.4, -0.4, -1.0], [3.1, 2.5, 2.0], [-2.3, -0.2, 4.0], [1.3, 2.1, -2.2], [-1.3, -1.5, 2.7], [1.1, 1.2, 2.7], [-3.7, 1.0, -1.4], [-2.0, -1.1, 1.0], [-3.4, -2.0, 1.7], [2.2, -1.5, 0.2], [-1.0, 0.6, -2.0], [0.8, 2.1, 0.8], [-0.2, 1.6, 2.0], [1.3, -1.8, 0.8], [-1.4, 2.0, -0.6], [-0.8, -1.5, 2.0], [1.7, -1.4, 0.0], [0.4, 1.7, -1.9], [0.4, -2.2, 0.4], [-1.7, 0.8, 1.8], [-1.2, 1.9, 0.2], [2.3, 0.5, -1.3], [-2.1, -0.5, 1.3], [1.3, -2.2, -0.6], [0.0, -2.3, -1.5], [1.5, 1.5, -0.5], [-1.4, -0.9, 1.9], [-1.0, -1.4, -1.9], [1.4, -0.1, -2.2], [-2.5, 0.4, -0.1], [1.1, -0.6, -2.6], [0.8, -0.5, -2.1], [-0.1, 2.4, 0.9], [1.2, -0.8, 2.2], [1.3, 1.5, 2.3], [0.4, -0.9, -1.2], [1.6, -0.8, -0.5], [0.0, 0.6, 1.6], [-1.5, 0.6, -0.9], [-1.0, 2.8, -3.7], [2.6, -5.2, 7.2], [0.8, -0.9, -1.2], [0.3, 0.2, -0.1], [-0.5, -0.3, 0.1], [-0.8, 0.5, 0.8], [0.5, 0.8, 0.0], [-0.2, 0.2, -0.5], [-2.4, 2.2, -1.9], [-0.1, 0.5, 0.7], [0.6, -0.2, -0.6], [0.2, 0.1, 0.0], [-0.3, 0.0, -0.2], [-0.2, 0.2, 0.0], [0.2, -0.1, -0.2], [0.0, 0.2, 0.2], [0.0, 0.1, 0.1], [0.1, -0.1, 0.0], [-0.2, -0.1, -0.3], [0.0, -0.2, -0.2], [-0.1, 0.0, 0.0], [0.2, -0.3, 0.1], [0.4, 0.0, -0.1], [0.3, 0.2, 0.1], [-0.1, -0.3, -0.4], [-0.1, -0.3, -0.3], [0.3, 0.2, 0.0], [-0.1, -0.2, 0.1], [-0.3, -0.1, 0.2], [2.6, -0.9, -3.9], [-4.9, 2.4, 7.6], [1.4, 0.5, 0.5], [0.1, 0.3, -0.2], [0.0, -0.6, 0.3], [-1.1, -0.6, -0.5], [-0.1, 0.6, -0.6], [0.4, -0.2, -0.3], [0.8, -2.2, -3.1], [-0.8, 0.2, -0.2], [0.7, 0.5, 0.2], [0.0, 0.2, 0.0], [0.2, -0.4, -0.2], [-0.1, -0.1, -0.3], [0.2, 0.2, 0.0], [-0.2, 0.1, -0.1], [-0.2, 0.0, -0.1], [0.1, 0.0, 0.1], [0.3, -0.3, 0.0], [0.2, -0.1, 0.1], [0.0, -0.1, -0.1], [0.0, 0.2, 0.3], [0.2, 0.4, 0.0], [-0.1, 0.2, -0.1], [0.4, -0.1, 0.2], [0.3, -0.2, 0.2], [0.0, 0.3, -0.1], [-0.1, -0.1, 0.2], [-0.2, -0.2, 0.1], [-0.8, 4.4, -1.3], [1.8, -8.7, 3.0], [1.6, 0.6, 0.0], [0.0, 0.2, 0.3], [0.0, -0.3, -0.4], [-1.1, -0.4, -0.4], [-0.4, 0.4, 0.7], [-0.1, 0.5, -0.3], [-1.9, 2.6, -2.2], [-0.7, -0.4, 0.4], [0.7, 0.4, 0.3], [0.0, 0.1, 0.2], [-0.1, 0.2, -0.4], [-0.3, 0.1, -0.1], [0.2, 0.1, 0.1], [-0.2, 0.0, 0.1], [-0.2, 0.0, 0.1], [0.1, 0.0, 0.0], [0.1, 0.2, -0.3], [0.2, 0.0, -0.2], [0.0, 0.0, -0.1], [0.2, -0.2, 0.2], [0.2, 0.2, 0.3], [-0.1, 0.0, 0.2], [0.4, 0.1, -0.2], [0.3, 0.1, -0.3], [0.0, 0.1, 0.3], [0.0, -0.2, -0.1], [-0.1, -0.3, -0.2]],
  "mulliken_charge": [-0.716, -0.505, -0.091, -0.262, -0.494, -0.132, -0.713, -0.317, -0.310, -0.935, 0.336, 0.025, 0.304, -0.574, -0.320, -0.111, 1.082, -0.706, -0.561, -0.502, 0.207, -0.488, 0.229, 0.084, 0.273, 0.303, 0.300, -0.174, 0.333, 0.248, 0.014, 0.318, 0.243, -0.149, 0.273, 0.257, 0.314, 0.414, 0.043, 0.364, 0.086, 0.190, 0.316, 0.081, 0.206, 0.318, 0.211, 0.413, 0.251, 0.307, 0.349, 0.367, -0.743, 0.895, 0.096, -0.813, -0.935, 0.211, -1.270, -1.008, -0.034, -1.269, -1.089, 0.277, 0.386, 0.178, 0.307, 0.145, 0.367, 0.304, 0.448, 0.381, 0.313, 0.287, 0.313, 0.522, 0.391, 0.315, 0.361, 0.245, 0.415, -0.687, 0.812, 0.089, -0.799, -0.902, 0.165, -1.294, -0.977, -0.110, -0.995, -1.106, 0.277, 0.384, 0.184, 0.298, 0.130, 0.371, 0.323, 0.447, 0.391, 0.322, 0.283, 0.301, 0.364, 0.384, 0.297, 0.382, 0.245, 0.426, -0.729, 0.854, 0.092, -0.804, -0.849, 0.150, -1.291, -0.979, -0.097, -0.989, -1.117, 0.297, 0.377, 0.203, 0.282, -0.015, 0.427, 0.325, 0.449, 0.389, 0.300, 0.297, 0.319, 0.373, 0.380, 0.298, 0.388, 0.243, 0.424],
  "total_charge": 1,
  "mol_weight_g_mol": 867.0,
  "total_energy_ha": -3764.062665,
  "e_homo_ha": -0.34697
}